Record 1
118
Properties=species:S:1:pos:R:3:mulliken_charge:R:1 method="wB97M-V/def2-TZVPD" total_energy_ev=-125396.636 homo_energy_ev=-7.44 max_force_ha_per_bohr=0.0143 e_above_lowest_kcal_mol=9.55 gap_ev=7.7 lumo_energy_ev=0.29
Pb 0.93753 1.14170 0.00885 2.148
C 4.05334 -1.22865 0.87835 -1.465
Si 2.28063 -1.11536 0.24721 1.039
C 2.29905 -1.95822 -1.48161 0.251
C 3.45077 -2.63992 -1.89764 -0.804
C 3.60354 -3.10487 -3.19691 -1.010
C 2.60211 -2.88418 -4.13197 -1.200
C 1.43570 -2.23989 -3.74415 -0.603
C 1.26461 -1.79126 -2.43164 0.836
P -0.32289 -1.09472 -1.83812 -0.719
C -1.44004 -2.59123 -1.83949 0.179
C -1.51017 -3.48546 -3.08327 -0.705
C -2.76790 -4.37024 -2.98438 -0.985
C -3.04799 -4.80675 -1.53322 -0.711
C -1.73944 -4.88782 -0.75181 -1.127
C -1.06038 -3.50612 -0.66152 1.493
C -1.03661 0.02955 -3.14141 0.546
C -1.76390 -0.48864 -4.38885 -0.801
C -2.18894 0.71303 -5.23678 -0.955
C -0.96290 1.44030 -5.82781 -0.779
C 0.30481 1.15321 -5.01350 -1.008
C 0.01212 1.11716 -3.51425 0.546
C 1.28133 -2.27798 1.40102 0.061
C 1.62278 -3.63641 1.41106 -0.608
C 0.92686 -4.56124 2.17129 -1.065
C -0.16192 -4.14588 2.93014 -0.906
C -0.51570 -2.80760 2.94868 0.056
C 0.20840 -1.86246 2.21391 0.447
P -0.13016 -0.06701 2.37122 -0.625
C 0.47523 0.26638 4.10545 0.313
C -0.18566 -0.55684 5.22596 -0.628
C 0.06812 0.09579 6.58673 -0.995
C -0.64066 1.45692 6.69384 -0.941
C -0.76212 2.13609 5.32108 -0.534
C 0.43113 1.78076 4.43677 -0.416
C -1.97428 0.18757 2.39969 0.381
C -2.66592 -0.71807 1.36853 -0.003
C -4.15411 -0.39070 1.22033 -1.374
C -4.36026 1.08272 0.87764 -0.538
C -3.74791 1.95105 1.97424 -1.080
C -2.24880 1.67086 2.07315 -0.685
H 4.34774 -2.26722 1.06099 0.374
H 4.15482 -0.67863 1.81880 0.336
H 4.75164 -0.78726 0.15934 0.344
H 4.25512 -2.80460 -1.18709 0.410
H 4.50928 -3.62679 -3.48337 0.405
H 2.72182 -3.22250 -5.15555 0.447
H 0.65029 -2.08212 -4.47250 0.469
H -2.43649 -2.16356 -1.66055 0.688
H -0.61160 -4.10712 -3.11204 0.303
H -1.54288 -2.92848 -4.01300 0.261
H -2.63650 -5.24991 -3.61989 0.457
H -3.62860 -3.82005 -3.37533 0.285
H -3.55622 -5.77232 -1.52372 0.516
H -3.71680 -4.09231 -1.04318 0.249
H -1.07746 -5.59828 -1.25642 0.430
H -1.91323 -5.27640 0.25328 0.486
H 0.02110 -3.64517 -0.66455 -0.162
H -1.31584 -3.02375 0.28121 -1.240
H -1.82029 0.51329 -2.54572 0.218
H -2.64764 -1.05882 -4.09713 0.360
H -1.13577 -1.13656 -5.00428 0.120
H -2.76542 1.39920 -4.60730 0.387
H -2.85411 0.38299 -6.03612 0.450
H -1.14970 2.51629 -5.84856 0.341
H -0.80441 1.12795 -6.86220 0.389
H 1.05672 1.91977 -5.21262 0.514
H 0.74082 0.19840 -5.32211 0.132
H -0.34167 2.10031 -3.20000 0.225
H 0.95293 0.94675 -2.99217 -0.402
H 2.44706 -3.97587 0.78746 0.330
H 1.21964 -5.60480 2.16590 0.418
H -0.72728 -4.86318 3.51409 0.442
H -1.37401 -2.49900 3.53560 0.295
H 1.52073 -0.04460 4.02858 0.726
H 0.21084 -1.57034 5.22577 0.366
H -1.26777 -0.62695 5.07702 0.203
H 1.14623 0.22055 6.72484 0.366
H -0.28026 -0.57052 7.37742 0.456
H -0.08574 2.10185 7.37808 0.310
H -1.63716 1.32662 7.12070 0.396
H -0.82364 3.21849 5.43541 0.574
H -1.68907 1.81804 4.83482 -0.044
H 1.34594 2.06230 4.96580 0.619
H 0.41089 2.36677 3.52171 -0.267
H -2.36845 -0.03490 3.39624 1.187
H -2.55033 -1.76541 1.65135 0.381
H -2.17095 -0.58871 0.39779 -0.634
H -4.67016 -0.61224 2.16115 0.415
H -4.59172 -1.03055 0.44921 0.427
H -5.42138 1.30523 0.74441 0.442
H -3.85596 1.30358 -0.07203 0.137
H -4.23089 1.72096 2.93099 0.317
H -3.91176 3.01123 1.77176 0.423
H -1.78834 2.33021 2.81175 0.063
H -1.79031 1.91500 1.11004 0.047
C 5.99146 3.33903 -2.21080 -1.132
C 4.54786 3.63423 -2.64072 -0.346
C 3.61263 2.64803 -2.09496 0.007
N 2.88099 1.87451 -1.66698 -0.246
H 6.64929 4.13411 -2.55850 0.353
H 6.33312 2.39410 -2.63180 0.318
H 6.06366 3.27880 -1.12586 0.328
H 4.45256 3.62224 -3.72603 0.276
H 4.22993 4.61555 -2.28623 0.286
Cl 0.17959 7.52184 -0.40141 -0.080
C -0.78556 6.36405 -1.31869 0.782
Cl -1.19843 7.03959 -2.91196 -0.113
Cl -2.25559 5.95332 -0.44852 -0.080
C 0.01538 5.15397 -1.53773 -0.237
N 0.64843 4.21977 -1.74990 -0.276
N 2.17885 2.60378 1.45194 -0.769
C 2.23643 3.54072 2.13243 0.478
C 2.25165 4.66626 2.94925 0.264
C 3.45054 5.16847 3.52275 0.010
N 4.42150 5.58053 3.99251 -0.532
C 0.99514 5.25832 3.26372 0.109
N -0.04260 5.70634 3.50664 -0.618

Record 2
116
Properties=species:S:1:pos:R:3:mulliken_charge:R:1 method="wB97M-V/def2-TZVPD" total_energy_ev=-123700.409 homo_energy_ev="-2.73 / -2.73" max_force_ha_per_bohr=0.0581 e_above_lowest_kcal_mol=0.00 gap_ev="4.6 / 4.6" charge=-1 lumo_energy_ev="1.89 / 1.89"
Ti -0.71208 0.77385 -0.98977 0.857
C -1.32058 2.96305 -0.53167 -0.847
C -2.03898 2.31285 0.51773 0.631
C -3.11148 1.57715 -0.10537 0.547
C -2.96878 1.77745 -1.49917 -0.640
C -1.91148 2.66935 -1.78407 0.270
C -1.79818 3.43185 -3.09717 1.762
C -3.10858 4.22485 -3.28697 -1.812
C -0.64528 4.44145 -3.07617 -1.785
C -1.62288 2.46015 -4.27337 -1.371
C -4.38698 0.90625 0.42323 2.611
C -5.29118 0.45055 -0.73807 -2.335
C -4.14698 -0.35505 1.26083 -1.869
C -5.22738 1.92405 1.21383 -1.794
C -1.78188 2.78755 1.95533 2.123
C -0.30348 3.18605 2.14053 -1.975
C -2.61588 4.06075 2.20753 -1.796
C -2.09288 1.75625 3.04353 -1.680
H -0.52998 3.68865 -0.39267 0.154
H -3.64738 1.41345 -2.25347 0.701
H -3.29428 4.85425 -2.41927 0.334
H -3.95648 3.55725 -3.41717 0.314
H -3.04338 4.86555 -4.16497 0.458
H -0.79038 5.16535 -2.27697 0.228
H -0.59798 4.98285 -4.01927 0.525
H 0.30102 3.93155 -2.92757 0.186
H -2.50328 1.82655 -4.37467 0.207
H -0.74978 1.82915 -4.10407 0.021
H -1.48618 3.00075 -5.20877 0.582
H -4.78368 -0.26865 -1.37597 0.352
H -5.62448 1.29455 -1.33697 0.393
H -6.17648 -0.03215 -0.32507 0.473
H -3.73598 -1.13325 0.62153 0.323
H -5.08918 -0.71015 1.67683 0.723
H -3.44838 -0.18855 2.06963 -0.062
H -5.32268 2.84475 0.64103 0.304
H -4.78648 2.15605 2.17603 0.247
H -6.22558 1.52525 1.39413 0.484
H -0.07218 4.11325 1.62263 0.334
H 0.36212 2.40725 1.77073 0.398
H -0.09168 3.34745 3.19863 0.478
H -2.43428 4.78555 1.41793 0.261
H -2.33878 4.51585 3.15833 0.475
H -3.67958 3.85035 2.23093 0.208
H -1.53708 0.83775 2.86423 0.055
H -3.15008 1.52535 3.08573 0.188
H -1.80658 2.14615 4.02173 0.621
S 1.46912 0.60465 0.49443 -0.851
C 1.15522 -0.31225 1.90583 -0.209
N 1.98572 -0.20245 2.99763 0.380
C 1.65632 -0.94105 4.19113 -1.010
C 1.04172 -2.28925 3.80833 -0.771
N -0.12958 -2.01265 3.01733 0.233
C -1.27998 -2.87105 3.15203 -0.990
C -0.99858 -4.30295 2.78153 0.417
C -0.52348 -4.60855 1.51143 0.318
C -0.26278 -5.91825 1.15603 -0.657
C -0.47108 -6.93965 2.06873 -0.401
C -0.94678 -6.64435 3.33393 -0.610
C -1.20328 -5.33195 3.68943 -0.395
C 0.03332 -1.14885 1.95343 -0.711
S -1.15568 -1.08535 0.73033 0.287
C 3.29562 0.40625 2.90613 -1.237
C 4.36352 -0.64775 2.99523 0.485
C 4.51602 -1.56905 1.96493 -0.274
C 5.44052 -2.59015 2.07343 -0.826
C 6.21962 -2.70205 3.21373 -0.352
C 6.07142 -1.79255 4.24603 -0.584
C 5.14602 -0.77035 4.13573 -0.367
H 0.92052 -0.38065 4.78813 0.308
H 2.55792 -1.08795 4.79023 0.502
H 0.75012 -2.85205 4.69913 0.556
H 1.78212 -2.88845 3.25303 0.269
H -2.04598 -2.46745 2.48373 0.118
H -1.64008 -2.81425 4.18853 0.339
H -0.36538 -3.81195 0.80203 0.167
H 0.10262 -6.14525 0.16553 0.449
H -0.26698 -7.96585 1.79803 0.384
H -1.11428 -7.43975 4.04683 0.363
H -1.57128 -5.09995 4.67953 0.359
H 3.40492 1.14055 3.71503 0.384
H 3.34052 0.92675 1.94553 0.481
H 3.90922 -1.48585 1.07593 0.631
H 5.55852 -3.29355 1.26213 0.441
H 6.94702 -3.49595 3.29983 0.365
H 6.67872 -1.87805 5.13723 0.367
H 5.02522 -0.05525 4.93903 0.363
O 4.32952 -2.03165 -3.13157 -0.705
S 3.46022 -1.13255 -3.85347 1.112
O 2.86932 -1.68255 -5.05317 -0.704
N 2.30442 -0.48725 -2.88657 0.175
C 2.34802 0.81735 -2.94037 0.595
S 1.14152 1.80415 -2.26907 -0.591
C 3.46052 1.40885 -3.65577 0.158
C 3.79842 2.75415 -3.80397 -0.569
C 4.93652 3.06905 -4.51757 -0.759
C 5.73142 2.07805 -5.08967 -0.481
C 5.38472 0.73575 -4.96277 -0.678
C 4.26292 0.42605 -4.24287 -0.009
H 3.18362 3.51915 -3.35447 0.489
H 5.22332 4.10345 -4.63917 0.401
H 6.62272 2.34955 -5.63467 0.393
H 5.97482 -0.04705 -5.41067 0.454
C -1.20058 -2.68095 -3.82317 -1.932
C -0.48268 -1.63625 -2.95237 1.567
C 0.38982 -2.37675 -1.93757 -1.748
C -1.47688 -0.67485 -2.30137 -0.849
H -0.46798 -3.31375 -4.32107 0.461
H -1.80988 -2.20035 -4.58677 0.409
H -1.84598 -3.31265 -3.20987 0.326
H 0.18692 -1.06235 -3.60847 -0.149
H -0.21268 -3.06135 -1.33837 0.398
H 0.89972 -1.66225 -1.28437 -0.021
H 1.16032 -2.94085 -2.46187 0.629
H -2.21478 -1.28035 -1.73607 0.492
H -2.02918 -0.19765 -3.12327 0.553